Run P
The following is a DFT calculation (ωB97M-V with the def2-TZVPD basis set) of an isolated molecule of C4H6N2O2.

Summary:
**Frontier orbital gap**: 8.03 eV
**Multiplicity**: 1
**SMILES string**: Nc1cc(O)n(O)c1
**Molar mass**: 114.10 u

CARTESIAN COORDINATES (ANGSTROEM)
O  1.232  -0.931  -2.047
O  0.779  -2.347  0.039
N  0.472  -0.386  -1.027
N  -1.043  1.981  1.197
C  0.399  -1.112  0.160
C  -0.606  0.836  0.475
C  0.057  0.974  -0.683
C  -0.284  -0.496  1.184
H  0.942  -2.660  -0.954
H  -0.140  1.695  -1.538
H  2.158  -0.776  -1.881
H  -0.646  -0.800  2.182
H  -2.031  2.417  0.540
H  -1.290  1.605  2.353

Mulliken population analysis, charges in e, atoms 1 to 8:
1. O -0.52
2. O -0.55
3. N 0.22
4. N -0.60
5. C 0.22
6. C 0.66
7. C -0.64
8. C -0.69

Run Q
The following is a DFT calculation (ωB97M-V with the def2-TZVPD basis set) of an isolated molecule of C4H6N2O2.

Summary:
**Frontier orbital gap**: 8.28 eV
**Multiplicity**: 1
**SMILES string**: COC(=O)C(N)=C=N
**Molar mass**: 114.10 u

CARTESIAN COORDINATES (ANGSTROEM)
O  0.240  1.007  -0.380
O  -2.070  0.540  -0.233
N  2.150  -1.338  0.188
N  -1.059  -2.327  0.148
C  -0.335  -1.134  0.060
C  0.994  -1.065  0.155
C  0.012  2.361  0.014
C  -0.928  0.157  -0.294
H  -0.620  -2.966  0.806
H  -1.063  -2.804  -0.752
H  -0.699  2.818  -0.678
H  0.959  2.902  -0.051
H  -0.364  2.416  1.041
H  2.784  -0.566  -0.024

Mulliken population analysis, charges in e, atoms 1 to 8:
1. O -0.35
2. O -0.57
3. N -0.51
4. N -0.56
5. C -0.28
6. C 0.72
7. C -0.64
8. C 0.52

Relative to the most stable structure, the computed energies are run P 2.574; run Q 0.000, all in eV.

Run P
The following is a DFT calculation (ωB97M-V with the def2-TZVPD basis set) of an isolated molecule of C5H9ClN2.

Summary:
**Frontier orbital gap (spin up / spin down)**: 7.98 / 7.98 eV
**Multiplicity**: 1
**Molar mass**: 132.59 u

CARTESIAN COORDINATES (ANGSTROEM)
Cl  -3.373  0.021  -0.119
N  -1.532  1.759  0.021
N  -1.695  0.502  0.105
C  -0.147  2.172  0.307
C  0.562  -0.279  -0.090
C  0.740  1.251  -0.423
C  -1.165  -2.041  0.101
C  -0.904  -0.589  0.234
H  -0.909  -2.492  -0.954
H  -0.166  2.050  1.444
H  1.346  -0.417  0.787
H  0.928  -0.991  -0.859
H  -2.155  -2.180  0.451
H  -0.573  -2.644  0.763
H  1.847  1.578  -0.427
H  -0.181  3.132  -0.090
H  0.607  1.185  -1.541

Mulliken population analysis, charges in e, atoms 1 to 8:
1. Cl -0.12
2. N -1.04
3. N 0.74
4. C -0.50
5. C -0.47
6. C -0.59
7. C -1.50
8. C 0.64

Run Q
The following is a DFT calculation (ωB97M-V with the def2-TZVPD basis set) of an isolated molecule of C5H9ClN2.

Summary:
**Frontier orbital gap**: 9.87 eV
**Multiplicity**: 1
**SMILES string**: CC(C)(C)N(Cl)C#N
**Molar mass**: 132.59 u

CARTESIAN COORDINATES (ANGSTROEM)
Cl  0.077  2.293  1.296
N  0.380  0.585  1.141
N  2.570  -0.133  2.186
C  -1.641  0.107  0.060
C  -0.094  -0.010  -0.050
C  0.457  -1.435  -0.088
C  1.597  0.267  1.690
C  0.221  0.736  -1.379
H  -2.171  -0.392  -0.665
H  0.439  -1.883  -1.018
H  -0.179  1.825  -1.148
H  1.503  -1.536  0.185
H  -2.095  1.049  0.015
H  -1.928  -0.230  1.066
H  -0.204  -2.055  0.548
H  -0.258  0.099  -2.171
H  1.325  0.712  -1.669

Mulliken population analysis, charges in e, atoms 1 to 8:
1. Cl -0.08
2. N -0.15
3. N -0.49
4. C -1.80
5. C 1.28
6. C -1.67
7. C 0.52
8. C -1.27

Relative to the most stable structure, the computed energies are run P 1.951; run Q 0.000, all in eV.

Run P
The following is a DFT calculation (ωB97M-V with the def2-TZVPD basis set) of a cluster of 2 separate species, C4H6N2 in total.

Summary:
**Frontier orbital gap**: 8.30 eV
**Multiplicity**: 1
**Molar mass**: 82.11 u

CARTESIAN COORDINATES (ANGSTROEM)
N  0.364  2.509  1.158
N  -0.990  -0.609  1.291
C  -0.100  1.495  0.826
C  -0.835  0.344  0.374
C  -0.010  -0.260  -1.409
C  1.237  -0.278  -0.871
H  -0.598  -1.171  -1.500
H  -0.451  -0.685  2.146
H  -1.639  -1.362  1.109
H  1.887  0.591  -0.918
H  1.614  -1.152  -0.346
H  -0.342  0.569  -2.027

Mulliken population analysis, charges in e, atoms 1 to 8:
1. N -0.44
2. N -0.30
3. C 0.44
4. C -0.24
5. C -0.38
6. C -0.63
7. H 0.30
8. H 0.22

Run Q
The following is a DFT calculation (ωB97M-V with the def2-TZVPD basis set) of an isolated molecule of C4H6N2.

Summary:
**Frontier orbital gap**: 10.67 eV
**Multiplicity**: 1
**SMILES string**: N#CC[C@H]1CN1
**Molar mass**: 82.11 u

CARTESIAN COORDINATES (ANGSTROEM)
N  -2.935  -0.477  -1.106
N  1.497  0.345  0.665
C  -2.022  0.080  -0.655
C  1.520  -0.528  -0.396
C  0.163  -0.225  0.474
C  -0.861  0.756  -0.070
H  1.389  -0.198  -1.396
H  1.929  -0.054  1.497
H  -0.389  1.390  -0.829
H  -0.201  -0.867  1.277
H  1.105  -1.640  -0.190
H  -1.204  1.419  0.734

Mulliken population analysis, charges in e, atoms 1 to 8:
1. N -0.40
2. N -0.49
3. C 0.27
4. C -0.54
5. C -0.23
6. C -0.44
7. H 0.27
8. H 0.28

Run R
The following is a DFT calculation (ωB97M-V with the def2-TZVPD basis set) of a structure of composition C4H6N2.

Summary:
**Frontier orbital gap**: 8.41 eV
**Multiplicity**: 1
**Molar mass**: 82.11 u

CARTESIAN COORDINATES (ANGSTROEM)
N  -1.069  -0.885  -0.730
N  0.838  -0.661  1.237
C  -1.379  0.391  -0.088
C  0.118  -0.529  -1.072
C  0.852  0.236  0.061
C  -0.342  1.116  0.337
H  1.573  -1.358  1.220
H  -0.338  2.099  0.769
H  1.814  0.691  -0.217
H  -0.049  -1.210  0.983
H  0.354  -0.580  -2.127
H  -2.372  0.690  -0.371

Mulliken population analysis, charges in e, atoms 1 to 8:
1. N -0.54
2. N -0.66
3. C -0.38
4. C -0.14
5. C 0.02
6. C -0.42
7. H 0.25
8. H 0.38

Relative to the most stable structure, the computed energies are run P 0.570; run Q 0.000; run R 0.880, all in eV.